(1)
A structure of composition C34H50N5O14P2STl, computed with wB97M-V/def2-TZVPD.

```
107
Properties=species:S:1:pos:R:3:forces:R:3
Tl 0.701 1.008 0.515 0.1 0.3 -0.1
O 2.550 7.171 1.914 0.0 0.0 0.0
C 2.117 6.018 1.307 0.0 0.0 0.0
C 0.771 5.758 1.107 0.1 0.1 0.0
C 0.421 4.560 0.510 -0.2 0.0 -0.1
N 1.319 3.658 0.125 0.1 -0.1 0.2
C 2.615 3.933 0.288 -0.1 0.1 -0.2
C 3.063 5.109 0.872 0.0 0.0 -0.1
C 3.638 2.882 -0.179 0.1 -0.1 0.6
O 4.773 3.315 -0.441 0.1 0.0 -0.2
O 3.248 1.688 -0.139 -0.1 0.0 -0.3
C -1.060 4.246 0.243 0.1 -0.2 0.0
O -1.858 5.204 0.273 0.0 0.0 0.0
O -1.317 3.039 0.006 0.0 0.2 0.1
H 1.775 7.634 2.248 0.0 0.0 0.0
H -0.012 6.448 1.397 0.0 0.0 0.0
H 4.123 5.287 0.974 0.0 0.0 0.0
C -4.068 4.250 -2.013 -0.1 0.0 0.0
C -2.997 3.329 -2.540 0.1 -0.1 0.1
C -2.956 3.221 -4.049 0.0 0.1 -0.1
O -3.286 2.003 -2.004 -0.1 0.2 0.0
P -2.115 1.000 -1.663 0.2 -0.7 -0.1
O -0.760 1.333 -2.128 -0.2 0.1 0.2
C -2.583 -0.471 -2.625 -0.3 -0.1 -0.1
P -1.651 -1.942 -2.201 0.4 0.1 0.4
O -0.418 -1.756 -1.425 -0.1 0.0 -0.1
O -1.427 -2.737 -3.574 0.1 -0.1 -0.2
C -0.483 -2.337 -4.607 0.0 0.0 0.1
C 0.519 -1.270 -4.195 0.0 0.1 0.0
C -1.290 -1.929 -5.827 0.0 0.0 -0.1
O -2.773 -2.827 -1.505 0.0 -0.1 0.0
C -2.591 -4.126 -0.888 0.0 0.1 0.0
C -1.176 -4.421 -0.426 0.0 0.0 0.0
C -3.110 -5.170 -1.858 0.0 -0.1 -0.1
O -2.331 0.477 -0.201 0.1 0.2 0.1
C -3.441 0.531 0.733 0.2 -0.2 0.0
C -3.878 1.928 1.109 -0.1 0.1 0.0
C -4.576 -0.322 0.201 -0.1 0.0 0.0
H -3.969 5.233 -2.477 0.0 0.0 0.0
H -3.947 4.375 -0.938 0.0 0.0 0.0
H -5.060 3.849 -2.246 0.0 0.0 0.0
H -2.028 3.634 -2.149 0.0 0.0 0.0
H -3.904 2.835 -4.435 0.0 0.0 0.0
H -2.146 2.562 -4.367 0.0 0.0 0.0
H -2.780 4.208 -4.483 0.0 0.0 0.0
H -2.347 -0.216 -3.658 -0.1 0.0 -0.1
H -3.642 -0.725 -2.545 0.0 0.1 -0.1
H 0.062 -3.255 -4.836 0.0 0.0 0.0
H 0.046 -0.341 -3.868 0.0 0.0 0.0
H 1.140 -1.044 -5.065 0.0 0.0 0.0
H 1.156 -1.602 -3.379 0.0 0.0 0.0
H -1.785 -0.970 -5.667 0.0 0.0 0.0
H -2.050 -2.677 -6.052 0.0 0.0 0.0
H -0.630 -1.825 -6.690 0.0 0.0 0.0
H -3.239 -4.084 -0.010 0.0 0.0 0.0
H -0.486 -4.487 -1.268 0.0 0.0 0.0
H -1.188 -5.383 0.093 0.0 0.0 0.0
H -0.799 -3.659 0.252 0.0 0.0 0.0
H -2.504 -5.164 -2.765 0.0 0.0 0.0
H -4.145 -4.965 -2.133 0.0 0.0 0.0
H -3.058 -6.161 -1.404 0.0 0.0 0.0
H -3.009 0.059 1.615 0.1 0.0 0.0
H -4.479 2.385 0.321 0.0 0.0 0.0
H -3.026 2.574 1.295 0.1 0.0 0.0
H -4.484 1.846 2.016 0.0 0.0 0.0
H -5.036 0.151 -0.670 0.0 0.0 0.0
H -5.339 -0.413 0.978 0.0 0.0 0.0
H -4.230 -1.320 -0.075 0.0 0.0 0.0
N 6.623 -1.263 2.552 0.0 0.0 0.0
C 5.469 -0.644 3.088 0.0 -0.1 0.0
C 4.977 0.525 2.520 0.0 0.0 0.0
C 3.846 1.122 3.041 0.0 -0.1 0.0
C 3.204 0.568 4.141 0.2 0.0 0.0
C 3.698 -0.589 4.726 0.0 0.0 -0.1
C 4.834 -1.190 4.201 0.0 0.0 0.0
S 1.721 1.342 4.704 0.0 0.0 -0.2
O 1.490 0.914 6.065 0.0 0.1 0.2
O 1.900 2.752 4.456 0.0 0.0 0.2
N 0.601 0.855 3.673 -0.2 -0.1 0.0
C 0.141 -0.397 3.667 0.1 0.3 0.0
N -0.845 -0.625 2.750 -0.3 -0.2 -0.1
C -1.351 -1.837 2.686 0.1 0.1 0.0
C -0.942 -2.888 3.499 0.0 0.0 0.0
C 0.076 -2.568 4.385 0.0 0.0 0.1
N 0.623 -1.374 4.484 0.0 -0.2 0.0
H 6.759 -1.028 1.579 0.0 0.0 0.0
H 6.611 -2.266 2.662 0.0 0.0 0.0
H 5.441 0.952 1.638 0.0 0.0 0.0
H 3.445 2.003 2.567 0.0 0.1 0.0
H 3.174 -1.010 5.573 0.0 0.0 0.0
H 5.225 -2.099 4.649 0.0 0.0 0.0
H -2.120 -1.992 1.929 0.0 0.0 0.0
H -1.371 -3.878 3.433 0.0 0.0 0.0
H 0.480 -3.328 5.054 0.0 0.0 0.0
C 2.752 -2.854 -0.889 0.0 0.0 0.0
C 2.520 -3.606 0.422 0.0 0.0 0.0
C 1.958 -2.488 1.286 -0.1 0.1 0.0
O 2.734 -1.350 0.948 0.0 0.0 0.0
C 3.179 -1.462 -0.406 0.0 0.0 0.0
H 1.809 -2.779 -1.431 0.0 0.0 0.0
H 3.499 -3.318 -1.538 0.0 0.0 0.0
H 3.465 -3.956 0.847 0.0 0.0 0.0
H 1.841 -4.456 0.323 0.0 0.0 0.0
H 2.049 -2.647 2.360 0.0 0.0 0.0
H 0.902 -2.308 1.041 0.0 0.0 0.0
H 4.264 -1.323 -0.407 0.0 0.0 0.0
H 2.750 -0.655 -1.003 0.0 0.0 0.0
```
Positions in Å, forces in eV/Å.

Its total charge is -2. For the LUMO energy, the calculation gives 3.7 eV. The calculation puts the energy above the lowest of the compared OMol25 structures with the same formula, charge and spin at 0.862 eV.



(2)
A structure of composition C49H42IN4OP2PtSi, computed with wB97M-V/def2-TZVPD.

```
101
Properties=species:S:1:pos:R:3:forces:R:3
Pt -0.150 -0.686 0.102 0.1 0.4 -0.2
C -0.871 -0.956 3.872 -0.3 -0.1 0.1
Si 0.292 -0.725 2.433 0.2 0.1 -0.4
C 1.028 1.012 2.688 0.0 0.1 0.2
C 1.670 1.337 3.892 0.0 0.0 0.0
C 2.160 2.612 4.134 0.0 -0.1 0.0
C 1.988 3.614 3.184 0.0 0.0 -0.1
C 1.347 3.322 1.991 0.0 0.0 0.0
C 0.898 2.023 1.729 0.0 0.2 0.0
P 0.089 1.654 0.135 0.3 -0.3 0.1
C 1.200 2.154 -1.219 -0.1 0.1 -0.1
C 0.784 1.825 -2.514 0.1 0.0 0.0
C 1.587 2.105 -3.610 0.0 0.0 0.0
C 2.836 2.690 -3.420 0.0 0.0 0.0
C 3.262 3.006 -2.139 0.0 0.0 0.1
C 2.444 2.751 -1.043 0.0 0.1 -0.1
C -1.259 2.884 0.144 -0.2 -0.1 0.0
C -1.432 3.861 -0.832 0.0 0.1 0.0
C -2.435 4.820 -0.689 0.1 -0.1 0.0
C -3.262 4.809 0.424 -0.1 0.0 0.0
C -3.112 3.818 1.390 0.0 -0.1 0.0
C -2.125 2.855 1.245 0.0 0.0 0.0
C 1.697 -1.979 2.563 0.0 -0.1 0.1
C 1.989 -2.659 3.751 0.0 0.0 0.0
C 3.059 -3.541 3.834 0.0 0.0 0.0
C 3.884 -3.736 2.732 0.0 0.1 -0.1
C 3.613 -3.072 1.543 0.0 0.0 0.0
C 2.502 -2.232 1.446 0.1 -0.1 -0.1
P 2.114 -1.350 -0.108 -0.1 -0.1 0.3
C 3.606 -0.296 -0.270 0.0 0.0 0.0
C 4.554 -0.473 -1.276 0.0 0.1 0.0
C 5.717 0.293 -1.288 -0.1 0.0 0.0
C 5.947 1.233 -0.296 0.0 0.0 0.0
C 5.011 1.407 0.717 0.0 0.0 0.0
C 3.851 0.650 0.730 0.1 -0.2 0.1
C 2.231 -2.488 -1.525 -0.1 0.0 -0.1
C 1.991 -1.913 -2.777 0.0 -0.1 -0.1
C 2.005 -2.695 -3.925 0.0 0.0 0.0
C 2.244 -4.062 -3.831 0.0 0.1 0.0
C 2.471 -4.638 -2.589 0.0 0.0 0.0
C 2.462 -3.856 -1.440 0.0 0.0 0.1
H -0.357 -0.737 4.817 -0.1 0.0 -0.1
H -1.256 -1.981 3.914 0.0 0.1 0.0
H -1.721 -0.271 3.784 0.1 -0.1 0.1
H 1.797 0.571 4.655 0.0 0.1 -0.1
H 2.662 2.833 5.070 0.0 0.0 -0.1
H 2.343 4.620 3.379 0.0 -0.1 0.0
H 1.190 4.108 1.259 0.0 0.0 0.0
H -0.172 1.329 -2.659 0.0 0.0 0.0
H 1.250 1.855 -4.609 0.0 0.0 0.1
H 3.475 2.897 -4.271 0.0 0.0 0.1
H 4.239 3.451 -1.986 -0.1 0.0 0.0
H 2.793 3.000 -0.051 0.0 0.0 -0.1
H -0.764 3.904 -1.683 0.0 0.0 0.0
H -2.549 5.593 -1.440 0.0 0.0 0.0
H -4.023 5.573 0.544 0.1 -0.1 0.0
H -3.761 3.804 2.258 0.1 0.0 0.0
H -1.988 2.098 2.012 0.0 0.0 0.0
H 1.373 -2.495 4.632 0.1 0.0 -0.1
H 3.262 -4.066 4.762 0.0 0.1 -0.1
H 4.743 -4.394 2.802 -0.1 0.0 0.0
H 4.274 -3.201 0.693 0.0 0.0 0.0
H 4.394 -1.201 -2.060 0.0 0.0 0.0
H 6.447 0.143 -2.074 0.0 0.0 0.0
H 6.858 1.821 -0.303 -0.1 0.0 0.0
H 5.187 2.133 1.503 0.0 0.0 0.0
H 3.138 0.783 1.534 0.1 0.0 0.0
H 1.801 -0.847 -2.849 0.0 0.0 0.0
H 1.827 -2.240 -4.893 0.0 0.0 0.1
H 2.256 -4.674 -4.725 0.0 0.0 0.1
H 2.662 -5.703 -2.513 0.0 0.1 0.0
H 2.630 -4.317 -0.474 0.0 0.0 0.0
N -9.655 3.726 -2.426 0.2 -0.2 0.1
C -8.767 3.063 -2.117 0.0 0.0 0.0
C -7.645 2.235 -1.725 -0.2 0.1 -0.1
C -6.352 2.746 -1.777 0.1 0.1 0.0
C -5.279 1.964 -1.388 0.1 0.2 0.0
C -5.497 0.665 -0.956 0.2 -0.2 0.1
C -6.780 0.141 -0.919 -0.1 -0.1 0.0
C -7.855 0.929 -1.295 -0.1 0.0 0.0
N -4.383 -0.142 -0.558 -0.3 0.2 0.2
C -4.400 -1.213 0.324 -0.1 0.0 -0.2
C -3.126 -1.670 0.383 0.1 0.1 -0.2
N -2.320 -0.892 -0.437 0.0 0.0 0.6
C -3.103 0.029 -0.953 0.0 -0.3 -0.4
H -6.189 3.764 -2.112 0.0 -0.1 0.0
H -4.280 2.381 -1.402 0.0 0.0 0.1
H -6.945 -0.886 -0.617 0.0 0.1 0.0
H -8.860 0.527 -1.267 0.1 0.0 0.0
H -5.296 -1.543 0.824 0.1 0.1 -0.1
H -2.728 -2.493 0.956 0.0 0.1 0.0
H -2.799 0.777 -1.669 0.0 0.0 0.1
N -1.374 -4.400 -1.511 -0.1 0.0 -0.1
C -0.825 -4.322 -0.287 0.3 0.2 0.0
O -0.243 -3.315 0.101 -0.2 -0.4 0.2
C -0.926 -5.566 0.567 -0.1 0.1 0.1
I -1.789 -5.120 2.461 0.0 0.0 0.0
H -1.247 -3.619 -2.136 0.0 0.0 0.0
H -1.772 -5.247 -1.870 0.0 0.0 0.0
H 0.072 -5.941 0.776 0.0 0.0 0.0
H -1.534 -6.344 0.118 0.0 0.0 0.0
```
Positions in Å, forces in eV/Å.

As for the spin multiplicity: 3. Its total charge is +1. For the LUMO energy (spin up / spin down), the calculation gives -2.1 / -2.9 eV. The calculation puts the energy above the lowest of the compared OMol25 structures with the same formula, charge and spin at 0.000 eV.



(3)
A structure of composition C20H34ClFN3O4Sr at a distorted geometry, computed with wB97M-V/def2-TZVPD.

```
64
Properties=species:S:1:pos:R:3:forces:R:3
O 1.533 -0.612 -3.312 0.0 1.7 -0.4
C 0.541 0.087 -3.498 -1.0 -2.2 1.4
C 0.356 1.548 -3.656 -0.4 0.5 -0.1
C 0.535 2.423 -2.575 0.5 -0.1 -0.3
H 0.569 2.048 -1.544 0.4 0.1 -0.3
C 0.643 3.787 -2.845 -0.3 0.1 -0.2
H 0.903 4.453 -2.024 -0.2 0.0 -0.2
C 0.435 4.283 -4.139 0.0 -0.6 0.2
H 0.617 5.338 -4.333 -0.2 -0.2 -0.1
C -0.034 3.411 -5.138 0.2 0.4 0.1
H -0.215 3.794 -6.147 -0.2 -0.1 0.4
C -0.166 2.049 -4.869 1.0 -0.2 0.2
H -0.575 1.351 -5.611 0.4 0.3 0.2
H -0.402 -0.486 -3.416 -0.3 0.3 -0.5
C -2.031 -1.448 -1.463 -2.2 -0.5 0.4
C -1.921 -0.118 -0.866 4.4 0.2 -1.8
H -2.804 -1.448 -2.248 -0.2 -0.2 -0.5
H -2.394 -2.228 -0.761 0.4 0.1 -0.2
H -1.098 -1.797 -1.946 -0.1 -0.1 0.3
C -2.335 1.104 -1.112 -2.1 -0.6 -0.3
C -3.840 1.242 -1.105 -0.3 0.2 -0.6
H -1.731 2.012 -1.238 0.0 0.0 0.9
H -4.273 1.909 -1.866 -0.1 0.2 0.2
H -4.094 1.561 -0.071 -0.3 -0.2 -0.7
H -4.199 0.209 -1.303 -0.3 0.6 0.3
Sr -0.595 -0.090 1.187 0.5 1.6 0.3
Cl -3.159 0.769 2.383 -0.1 -0.2 0.2
C -0.798 0.503 4.258 0.4 0.0 -1.4
O -0.017 -0.177 3.562 -0.3 0.5 1.6
N -1.215 0.189 5.475 0.3 -0.8 0.9
C -0.667 -0.991 6.125 -0.2 0.0 0.2
C -2.264 0.925 6.150 0.4 0.1 -0.2
H -1.244 1.417 3.863 0.1 0.1 0.0
H -0.015 -1.523 5.420 -0.3 0.2 0.2
H -1.493 -1.639 6.455 0.2 0.0 -0.1
H -0.089 -0.700 7.016 -0.1 -0.1 -0.2
H -2.708 1.597 5.425 -0.3 0.1 -0.1
H -1.869 1.507 6.983 0.1 0.0 0.1
H -3.020 0.243 6.536 -0.1 -0.1 -0.1
H 4.918 1.753 -1.308 0.1 0.0 0.2
H 3.413 2.810 0.864 0.3 0.0 0.1
C 3.828 1.725 -1.398 0.1 -0.3 0.0
C 2.924 1.841 0.942 -0.4 0.6 0.6
N 3.195 1.094 -0.254 0.2 -1.3 -0.6
H 3.579 1.160 -2.299 -0.1 0.2 0.0
C 2.744 -0.172 -0.324 0.1 1.0 -0.3
O 2.059 -0.710 0.549 0.2 0.0 0.1
H 3.259 1.291 1.827 0.1 0.1 -0.1
H 3.033 -0.691 -1.258 -0.1 0.1 0.1
H 3.486 2.757 -1.489 -0.2 -0.1 -0.1
H 1.786 2.004 0.977 1.1 0.0 0.3
H 0.106 -5.796 1.298 -0.3 0.2 -0.1
H 2.242 -5.517 -0.308 -0.2 0.3 -0.3
C -0.417 -5.194 0.536 0.5 0.1 -0.2
C 1.595 -4.865 -0.927 -0.4 0.3 0.2
N 0.536 -4.277 -0.097 0.0 -0.7 -0.2
H -1.216 -4.591 0.987 0.3 -0.3 -0.1
C 0.426 -2.960 0.114 -0.8 0.6 0.5
O -0.407 -2.481 0.916 1.5 -1.2 -1.2
H 2.189 -4.044 -1.368 -0.3 -0.5 0.2
H 1.125 -2.335 -0.494 -0.5 -0.4 0.6
H -0.809 -5.874 -0.237 0.0 0.2 0.3
H 1.142 -5.489 -1.722 0.3 0.4 0.3
F 0.398 2.057 0.721 -1.4 -0.2 -0.2
```
Positions in Å, forces in eV/Å.

Its total charge is -1. For the LUMO energy (spin up / spin down), the calculation gives 2.5 / 2.5 eV.



(4)
A structure of composition C4H6N2O at a distorted geometry, computed with wB97M-V/def2-TZVPD.

```
13
Properties=species:S:1:pos:R:3:forces:R:3
N -1.769 0.829 0.141 -0.6 -0.6 0.1
C -1.005 -0.160 0.319 -0.5 0.5 -0.1
O -0.897 -1.252 1.103 -0.1 -0.1 0.2
C 0.586 -1.226 0.939 0.1 -0.1 0.1
C 0.407 -0.067 -0.056 -0.3 -0.3 -0.1
C 0.920 0.445 -1.334 -0.2 -0.2 -0.2
N 0.705 1.344 -0.196 -1.0 0.3 0.1
H -2.635 0.992 0.620 -0.3 -0.5 0.2
H 1.039 -1.006 1.907 0.0 0.1 -0.1
H 0.931 -2.186 0.541 0.0 0.3 0.0
H 0.235 0.490 -2.178 0.0 0.0 0.1
H 1.942 0.173 -1.618 -0.2 0.4 0.3
H -0.457 1.625 -0.189 3.2 0.2 -0.5
```
Positions in Å, forces in eV/Å.

For the LUMO energy, the calculation gives 1.0 eV. The calculation puts the energy above the lowest of the compared OMol25 structures with the same formula, charge and spin at 4.043 eV.